1.
Below is 15 unconnected molecules or ions with the total composition C4H37NO14 at a distorted geometry, with properties calculated with ωB97M-V/def2-TZVPD.

Cartesian coordinates (Å):
C  -0.1802  1.9681  -0.4117
C  0.6998  0.7290  -0.5762
C  2.1717  1.2023  -0.6610
C  2.9361  0.4664  -1.4689
N  -1.6033  1.4327  -0.6604
H  0.0985  2.7395  -1.1325
H  -0.3022  2.4458  0.5536
H  0.5135  0.0576  -1.4124
H  0.5704  0.0847  0.2899
H  2.3787  2.0680  -0.1118
H  2.4481  -0.2027  -2.1495
H  3.9898  0.6893  -1.6148
H  -2.2528  2.2234  -0.5397
H  -1.6003  1.1555  -1.6222
H  -4.3983  -1.7003  1.2758
H  -3.4208  -2.8788  1.8221
O  -4.0916  -2.1601  2.0804
H  1.3538  1.4056  2.7130
H  2.6197  0.9148  1.7521
O  1.9432  1.6308  1.9741
H  -2.8221  0.3674  2.0360
H  -3.2733  -0.8958  2.9389
O  -2.7780  -0.0467  2.9608
H  2.0613  2.3635  -3.1000
H  2.5627  1.3724  -4.1478
O  1.7868  1.6437  -3.6592
H  -1.8152  -0.4662  -4.1376
H  -0.7864  -0.5847  -5.3086
O  -1.2139  -1.1362  -4.6633
H  -1.1784  0.9342  3.6445
H  0.1369  0.3790  4.2025
O  -0.2202  1.1262  3.6891
H  -1.5910  -2.5878  2.4910
H  -1.3687  -1.0521  2.7999
O  -0.9349  -1.9252  2.8328
H  3.8333  -1.8914  0.0556
H  2.4819  -2.4080  -0.0312
O  3.2390  -2.1893  -0.6046
H  0.0327  2.0707  -3.9369
H  -0.4911  1.4664  -5.2297
O  -0.7514  1.5483  -4.3027
H  2.5269  3.6461  1.8678
H  1.3625  4.6583  1.8467
O  1.9430  4.1497  1.2428
H  0.6693  -2.2243  2.1202
H  1.6154  -2.8447  3.0324
O  1.4994  -2.7300  2.0499
H  -3.5217  -3.9213  -1.4659
H  -4.1231  -5.1693  -0.8951
O  -3.2797  -4.6323  -0.8792
H  -2.3656  -3.9110  0.3838
H  -1.9275  -4.7200  1.5955
O  -2.0682  -3.8100  1.2988
H  3.0183  4.5359  -1.8718
H  2.0476  4.0908  -0.8060
O  2.6389  3.7456  -1.5462

## Properties
* LUMO energy: -0.1419 eV
* DFT total energy: -34901.96622 eV
* orbital gap: 0.2919 Eh

***

2.
Below is 16 unconnected molecules or ions with the total composition C4H37O17 at a distorted geometry, with properties calculated with ωB97M-V/def2-TZVPD.

Cartesian coordinates (Å):
C  -0.2295  0.6243  -2.2320
O  -1.6566  0.5879  -2.1838
C  0.1423  0.9429  -0.7081
C  1.4157  0.2410  -0.2041
C  1.1669  -0.3208  1.1395
O  1.5150  -1.4197  1.4759
H  0.2621  -0.3398  -2.4610
H  0.1141  1.3119  -3.0724
H  0.0689  2.0273  -0.7542
H  -0.7514  0.6134  -0.1381
H  2.2610  0.9595  -0.2375
H  1.8245  -0.5561  -0.7322
H  0.4930  0.2832  1.8122
H  -1.9903  -0.1268  2.5737
H  -2.9227  0.1219  3.5355
O  -2.0265  0.1290  3.5348
H  3.4264  0.1840  -3.2866
H  2.4069  -0.5422  -4.0209
O  2.7519  0.3184  -3.9449
H  -4.7847  0.4419  0.3346
H  -1.9290  -0.1888  -1.8739
O  -4.8063  -0.2675  0.9914
H  2.1769  2.8820  -1.3725
H  2.4424  3.0763  0.1158
O  2.8309  2.6852  -0.6592
H  -1.6968  1.5340  3.0393
H  -1.6526  2.1980  1.5885
O  -1.4141  2.4342  2.5115
H  1.4942  2.0456  2.1032
H  0.2997  1.9161  2.8382
O  1.1173  1.5345  2.7883
H  -1.6191  -2.7207  2.1561
H  -0.1953  -2.9074  1.9030
O  -0.9488  -3.4696  2.2790
H  2.9860  -3.0395  -0.1270
H  2.8923  -1.7483  0.6026
O  3.5293  -2.2729  0.1459
H  0.5938  -3.3521  -0.1772
H  -0.4181  -3.1333  -1.3946
O  0.3974  -2.7675  -0.9604
H  0.1644  4.4100  -2.2557
H  -1.0326  3.4491  -1.6781
O  -0.6512  4.2299  -1.7149
H  -2.9027  -1.8689  -0.2043
H  -4.1446  -2.1956  -0.9566
O  -3.2053  -2.2513  -1.0804
H  0.2370  3.9357  1.7208
H  0.3152  4.5409  0.4402
O  0.8895  4.2122  1.0887
H  3.8638  -0.9043  -0.6630
H  3.9426  0.6981  -1.2188
O  4.2897  -0.2174  -1.3971
H  -2.1160  -3.4353  -2.6012
H  -1.9450  -3.8361  -1.2302
O  -1.6822  -4.0668  -2.0773
H  -3.8398  -0.4736  0.9685
H  -1.8506  -0.9942  0.4787
O  -2.3608  -1.0472  1.2365

## Properties
* LUMO energy: 2.1136 eV
* DFT total energy: -39555.60327 eV
* net charge: -1
* orbital gap: 0.3285 Eh

***

3.
Below is 20 unconnected molecules or ions with the total composition C4H38BO27 at a distorted geometry, with properties calculated with ωB97M-V/def2-TZVPD.

Cartesian coordinates (Å):
O  1.8855  -2.7942  -2.1276
C  1.3557  -2.1277  -1.2022
O  0.6192  -0.9650  -1.4657
B  0.0929  -0.5502  -0.1713
O  0.5629  -1.5793  0.8082
C  1.3173  -2.5088  0.3029
O  1.8116  -3.4688  0.8481
O  -1.4066  -0.3946  -0.1797
C  -1.6871  0.8161  0.1293
O  -2.8489  1.2544  0.1466
C  -0.3874  1.5904  0.3206
O  0.5888  0.7782  0.1410
O  -0.3632  2.7379  0.6390
O  -1.8761  -3.2301  -2.7092
H  -1.1518  -2.6043  -2.7101
H  -2.5403  -2.8293  -3.2698
O  -0.1681  -3.5613  3.0863
H  0.1595  -2.8612  3.6509
H  0.3059  -3.4469  2.2626
O  0.9165  2.4639  3.6420
H  0.7417  2.8331  2.7764
H  1.7050  2.9166  3.9413
O  4.7151  -1.9897  -0.0726
H  4.8579  -1.1009  0.2527
H  4.0828  -2.3698  0.5372
O  1.2758  -6.0534  0.3084
H  1.4436  -5.1719  0.6415
H  0.9289  -5.9148  -0.5729
O  2.5141  1.6830  -1.8930
H  1.8982  2.4096  -1.7982
H  2.2710  1.2687  -2.7209
O  0.2160  -5.1635  -2.1107
H  -0.6747  -5.1066  -2.4568
H  0.6470  -4.3689  -2.4255
O  -4.9867  -0.6291  -1.3744
H  -4.4482  -1.0889  -0.7304
H  -4.4383  0.0971  -1.6712
O  1.1237  4.2736  -1.4127
H  0.2262  4.2284  -1.0831
H  1.0670  3.9431  -2.3093
O  -3.8052  1.5707  -2.7039
H  -4.4255  2.2972  -2.7646
H  -2.9690  1.9859  -2.4927
O  3.8171  -1.7757  2.5814
H  4.3132  -1.4727  3.3419
H  2.9249  -1.8925  2.9079
O  1.7697  4.4608  1.5018
H  1.9382  4.4385  0.5598
H  2.5894  4.1669  1.8992
O  -2.0105  3.7864  2.5058
H  -1.3954  3.3965  1.8847
H  -1.7183  3.4731  3.3617
O  -1.5759  3.6514  -2.1908
H  -1.9841  3.6695  -1.3252
H  -2.0070  4.3561  -2.6742
O  -3.3927  4.2426  0.2152
H  -2.9999  4.9097  0.7781
H  -3.0315  3.4158  0.5350
O  3.6393  0.8066  1.4674
H  3.1855  0.3328  0.7704
H  3.2678  0.4563  2.2770
O  -3.1258  0.8751  3.3620
H  -3.6752  0.3594  3.9523
H  -3.4901  0.7128  2.4919
O  4.0644  -1.8271  -3.5151
H  3.7621  -1.1393  -4.1082
H  3.2711  -2.1275  -3.0717
O  -3.4481  -2.6828  0.1235
H  -2.7488  -2.7303  -0.5283
H  -3.0920  -3.1312  0.8906

## Properties
* LUMO energy: 1.2887 eV
* DFT total energy: -60733.27889 eV
* net charge: -1
* orbital gap: 0.3372 Eh

***

4.
Below is 15 unconnected molecules or ions with the total composition C4H38N2O15 at a distorted geometry, with properties calculated with ωB97M-V/def2-TZVPD.

Cartesian coordinates (Å):
N  0.9189  -1.0140  -3.6192
C  2.7150  2.2258  -2.7706
C  2.3008  1.0446  -3.6404
C  0.9765  0.3580  -3.1622
C  0.8912  0.2954  -1.6230
N  -0.2142  0.9091  -1.0128
O  1.6460  -0.2167  -0.7974
H  1.7630  -1.5422  -3.4810
H  0.4939  -1.0747  -4.5403
H  2.0719  2.4818  -1.9513
H  2.8417  3.1998  -3.2704
H  3.7479  2.0800  -2.3211
H  1.9537  1.2132  -4.6704
H  3.0130  0.2002  -3.5475
H  0.1382  1.0173  -3.3965
H  -0.8406  1.5648  -1.4028
H  -0.1285  1.0614  0.0056
H  -0.9883  -3.4418  2.1618
H  -2.3479  -3.4321  2.6092
O  -1.5348  -2.9422  2.7919
H  -2.6144  -3.0046  -2.8796
H  -1.7283  -3.4858  -1.8680
O  -1.9013  -3.6576  -2.7968
H  -2.6356  -2.1532  -0.7150
H  -1.8433  -1.6265  0.5385
O  -2.4956  -2.2933  0.2197
H  -5.0411  -0.7820  2.3666
H  -4.2412  -1.2253  1.1055
O  -4.8407  -0.5544  1.4623
H  3.1582  -0.5957  0.9295
H  4.2025  -1.5787  1.1797
O  4.1102  -0.6244  1.1755
H  -2.6375  3.0694  0.6390
H  -3.8406  2.1918  0.9599
O  -3.5738  3.1061  0.8634
H  -0.8772  3.8704  -2.6452
H  -2.1483  3.5050  -3.3428
O  -1.1887  3.3211  -3.3806
H  -0.1894  2.1775  2.3135
H  1.2278  2.0700  1.5645
O  0.3027  2.3196  1.5019
H  2.1593  -2.4337  3.8880
H  2.1964  -2.4234  2.2444
O  1.7252  -2.1639  3.0699
H  -0.3399  5.1354  -0.3607
H  -0.4257  3.6863  -0.0415
O  -0.1788  4.2951  -0.7772
H  -1.4440  -0.4934  2.1098
H  -0.0633  -1.0133  1.7635
O  -0.7992  -0.5148  1.3754
H  3.3529  -3.5419  0.3093
H  1.8587  -3.2914  -0.0439
O  2.4852  -3.4042  0.7037
H  -2.2133  -0.3055  4.6945
H  -1.5618  -1.1618  3.4615
O  -2.3200  -0.7289  3.8393
H  3.4620  0.9251  2.7276
H  2.2749  0.1585  2.9575
O  2.5972  1.0612  3.1339

## Properties
* LUMO energy: -0.1433 eV
* DFT total energy: -38457.83526 eV
* orbital gap: 0.3238 Eh